# C12H22AlFO5PS

A structure of composition C12H22AlFO5PS (ωB97M-V with the def2-TZVPD basis set, the Open Molecules 2025 dataset).

Calculated values
gap between HOMO and LUMO	7.9229	eV
net charge	-1
LUMO	2.89	eV
energy	-52480.1087	eV
max |F|	0.4	eV/A
energy relative to the best compared isomer or geometry (same formula, charge and spin)	0.0	kJ/mol

Each line ends with the Löwdin charge.
Atoms and positions in Å:
C  -1.85  4.50  3.26  -0.111
C  -1.54  3.42  2.21  -0.260
C  -1.31  2.07  2.88  -0.341
O  -0.88  1.05  2.04  -0.251
Al  -0.83  1.03  0.29  0.144
C  0.87  1.77  -0.43  -0.269
C  0.82  1.94  -1.96  -0.319
C  0.23  3.26  -2.46  -0.246
S  1.00  4.73  -1.83  0.576
O  0.99  5.75  -2.84  -0.295
O  0.54  5.03  -0.51  -0.288
O  2.54  4.28  -1.73  -0.169
P  -0.70  -1.25  -0.49  0.544
O  0.68  -1.89  -0.50  -0.609
H  -1.03  5.21  3.36  0.064
H  -2.02  4.06  4.24  0.062
H  -2.74  5.08  3.00  0.061
H  -0.65  3.69  1.63  0.087
H  -2.37  3.33  1.50  0.087
H  -0.57  2.21  3.69  0.112
H  -2.25  1.78  3.38  0.112
H  -2.13  1.64  -0.48  -0.048
H  1.14  2.70  0.08  0.030
H  1.64  1.03  -0.18  0.059
H  0.17  1.17  -2.40  0.090
H  1.79  1.80  -2.44  0.102
H  0.35  3.34  -3.54  0.102
H  -0.83  3.36  -2.20  0.101
H  2.59  3.56  -1.07  0.079
H  -1.68  -2.11  0.10  -0.071
H  -1.26  -1.25  -1.80  -0.072
F  -1.50  -5.03  0.11  0.046
C  -0.35  -5.69  -0.14  -0.281
C  -0.44  -6.96  -0.69  -0.029
C  0.74  -7.65  -0.95  -0.105
C  1.97  -7.07  -0.67  -0.112
C  2.01  -5.79  -0.11  -0.078
C  0.85  -5.09  0.16  -0.005
H  -1.41  -7.38  -0.91  0.110
H  0.69  -8.64  -1.39  0.096
H  2.88  -7.60  -0.87  0.093
H  2.97  -5.33  0.11  0.104
H  0.87  -4.08  0.55  0.099